# 1
Computed, not measured: 2 unconnected molecules or ions with the total composition C8H6FNO2S, with ωB97M-V/def2-TZVPD.

Output
- E_LUMO (alpha / beta): -1.4 / -1.8 eV
- Total charge: 0
- Maximum force: 0.060 hartree/bohr
- HOMO level (alpha / beta): -9.10 / -9.41 eV
- Energy above the lowest of the compared OMol25 structures with the same formula, charge and spin: 182.36 kJ/mol
- Electronic energy: -27526.1001 eV
- Kohn-Sham gap (alpha / beta): 7.664 / 7.627 eV

Last column: Mulliken charge in e.
CARTESIAN COORDINATES (ANGSTROEM)
C  -2.150  1.586  -0.768  0.432
C  1.823  0.229  1.081  -0.287
C  0.935  -0.279  2.082  -0.546
C  1.450  0.211  -0.264  -0.283
C  -0.255  -0.842  1.696  -0.411
C  0.261  -0.404  -0.621  -0.640
C  -0.562  -0.918  0.367  0.293
C  -3.282  1.445  0.020  -0.180
N  -1.216  1.797  -1.385  -0.364
O  -2.888  -2.023  0.980  -0.613
O  -2.610  -1.515  -1.357  -0.530
F  -4.481  1.231  -0.512  -0.214
S  -2.311  -1.165  0.003  1.031
H  2.787  0.668  1.159  0.390
H  1.056  -0.250  3.135  0.390
H  2.345  0.400  -0.871  0.298
H  -1.071  -1.213  2.475  0.256
H  -0.053  -0.311  -1.592  0.642
H  -3.112  1.707  1.112  0.337

Cartesian forces (eV/Å) of the 3 atoms listed first:
C -1.85 0.55 0.07
C -1.75 -0.52 0.01
C 0.79 0.52 -1.01



# 2
Computed, not measured: 12 unconnected molecules or ions with the total composition ClH22O15, with ωB97M-V/def2-TZVPD.

Output
- E_LUMO: 2.6 eV
- Total charge: -1
- Maximum force: 0.073 hartree/bohr
- HOMO level: -7.62 eV
- Energy above the lowest of the compared OMol25 structures with the same formula, charge and spin: 98.04 kJ/mol
- Electronic energy: -43587.4946 eV
- Kohn-Sham gap: 10.262 eV

Last column: Mulliken charge in e.
CARTESIAN COORDINATES (ANGSTROEM)
Cl  -17.189  8.504  -19.572  1.469
O  -16.561  9.408  -18.544  -0.341
O  -18.666  8.511  -19.417  -0.629
O  -16.797  9.018  -20.960  -0.789
O  -16.605  7.148  -19.327  -0.481
O  -18.475  11.568  -18.408  -0.763
H  -17.876  10.840  -18.557  0.317
H  -19.258  11.291  -18.883  0.334
O  -14.615  10.597  -20.112  -0.715
H  -15.286  9.993  -19.927  0.342
H  -14.747  11.298  -19.506  0.305
O  -13.646  7.179  -19.556  -0.654
H  -13.038  6.495  -19.314  0.258
H  -13.102  7.999  -19.500  0.285
O  -14.675  7.263  -22.088  -0.755
H  -14.411  7.360  -21.157  0.485
H  -15.573  7.469  -21.835  0.331
O  -17.608  7.955  -16.342  -0.792
H  -17.289  8.493  -15.571  0.327
H  -17.696  7.088  -15.942  0.310
O  -15.874  4.766  -21.448  -0.635
H  -15.663  5.700  -21.495  0.402
H  -15.715  4.495  -22.356  0.248
O  -16.641  4.658  -18.198  -0.621
H  -17.088  4.288  -18.983  0.364
H  -16.645  5.545  -18.575  0.304
O  -15.267  10.360  -16.464  -0.680
H  -14.366  10.258  -16.774  0.325
H  -15.705  9.844  -17.134  0.327
O  -19.517  5.728  -18.556  -0.654
H  -19.149  6.567  -18.322  0.293
H  -19.131  5.449  -19.404  0.313
O  -14.995  6.980  -17.021  -0.680
H  -14.922  6.947  -17.977  0.368
H  -15.813  7.500  -16.883  0.389
O  -19.940  9.438  -16.542  -0.686
H  -19.652  10.227  -17.000  0.369
H  -19.207  8.838  -16.569  0.407

Cartesian forces (eV/Å) of the 3 atoms listed first:
Cl 0.08 -0.05 -0.68
O -1.41 -1.04 -2.05
O 2.74 -0.08 -0.28



# 3
Computed, not measured: a gas-phase ion, C36H35F2N2O (charge +1), with ωB97M-V/def2-TZVPD.

Output
- E_LUMO: -4.5 eV
- Total charge: +1
- Maximum force: 0.055 hartree/bohr
- HOMO level: -10.99 eV
- Energy above the lowest of the compared OMol25 structures with the same formula, charge and spin: 0.00 kJ/mol
- Electronic energy: -48355.9047 eV
- SMILES string: CN1C(=O)[C@H](Cc2ccccc2)/[N+](=C/[C@@H](c2ccccc2)[C@@H](/C=C/c2cccc(F)c2)c2cccc(F)c2)C1(C)C
- Kohn-Sham gap: 6.526 eV

Last column: Mulliken charge in e.
CARTESIAN COORDINATES (ANGSTROEM)
F  5.813  -3.106  -4.238  -0.314
C  4.580  -2.556  -4.499  0.299
C  4.278  -2.252  -5.824  -0.619
C  3.029  -1.679  -6.089  -0.476
C  2.131  -1.419  -5.048  -0.720
C  2.445  -1.719  -3.698  0.722
C  1.431  -1.471  -2.677  -0.293
C  1.629  -1.534  -1.332  -1.296
C  0.528  -1.435  -0.282  2.261
C  0.936  -2.246  0.980  -0.389
C  2.266  -2.426  1.393  -0.513
C  2.516  -3.090  2.597  0.152
F  3.812  -3.129  3.080  -0.337
C  1.518  -3.704  3.343  -0.711
C  0.207  -3.647  2.846  -0.714
C  -0.066  -2.928  1.674  -0.400
C  3.713  -2.294  -3.432  -0.646
H  4.996  -2.443  -6.619  0.436
H  2.761  -1.415  -7.106  0.386
H  1.166  -0.964  -5.265  0.352
H  0.431  -1.199  -3.047  0.180
H  2.647  -1.659  -0.950  -0.177
H  -0.337  -1.994  -0.683  0.856
H  3.108  -2.001  0.853  0.357
H  1.767  -4.248  4.259  0.464
H  -0.597  -4.185  3.355  0.417
H  -1.078  -2.897  1.272  0.459
H  4.023  -2.537  -2.411  0.480
C  -5.289  0.392  -1.827  -0.943
N  -4.275  0.752  -0.858  0.210
C  -4.625  1.123  0.417  0.173
O  -5.760  1.312  0.826  -0.645
C  -3.345  1.302  1.207  0.195
C  -3.307  2.783  1.598  -1.191
C  -2.121  3.207  2.407  0.241
C  -1.920  2.653  3.674  -0.169
C  -0.744  2.944  4.368  -0.679
C  0.207  3.803  3.801  -0.449
C  -0.042  4.412  2.565  -0.586
C  -1.227  4.141  1.884  -0.428
N  -2.301  0.748  0.301  0.660
C  -1.139  0.297  0.770  -1.805
C  0.122  -0.012  -0.013  2.067
C  1.335  0.629  0.711  -0.363
C  2.349  1.159  -0.089  -0.028
C  3.623  1.366  0.428  -0.896
C  3.854  1.121  1.786  -0.597
C  2.792  0.777  2.633  -1.029
C  1.515  0.566  2.093  -0.442
C  -2.907  0.272  -0.982  0.437
C  -2.875  -1.259  -1.050  -1.106
C  -2.281  0.941  -2.207  -1.458
H  -6.276  0.557  -1.390  0.432
H  -5.190  0.982  -2.748  0.278
H  -5.181  -0.664  -2.097  0.330
H  -3.405  0.688  2.124  0.521
H  -3.430  3.445  0.723  0.501
H  -4.221  2.903  2.208  0.403
H  -2.681  1.997  4.102  0.466
H  -0.569  2.490  5.347  0.406
H  1.145  4.002  4.330  0.443
H  0.686  5.100  2.128  0.408
H  -1.464  4.618  0.932  0.374
H  -0.911  0.580  1.800  0.413
H  0.031  0.519  -0.967  0.644
H  2.173  1.295  -1.161  0.395
H  4.452  1.671  -0.230  0.432
H  4.869  1.223  2.218  0.406
H  2.944  0.624  3.708  0.467
H  0.715  0.251  2.759  0.547
H  -3.376  -1.648  -0.153  0.337
H  -3.351  -1.626  -1.971  0.612
H  -1.828  -1.575  -1.043  -0.242
H  -2.324  2.032  -2.083  0.365
H  -1.241  0.624  -2.332  0.175
H  -2.855  0.661  -3.100  0.501

Cartesian forces (eV/Å) of the 3 atoms listed first:
F -1.15 0.45 -0.07
C 0.38 0.05 0.32
C -0.44 0.14 0.27